## a
{
  "formula": "CH7N6",
  "method": "ωB97M-V/def2-TZVPD",
  "multiplicity": 1,
  "charge": 1,
  "lumo_ha": [-0.18283, -0.18285],
  "elements": ["C", "N", "N", "N", "N", "N", "N", "H", "H", "H", "H", "H", "H", "H"],
  "coordinates": [[2.235, 0.715, -0.863], [1.631, 1.639, 0.109], [0.445, 1.425, 0.213], [1.161, -0.042, -1.445], [0.089, 0.308, -0.877], [-1.121, -0.114, -0.832], [-1.746, -0.925, 1.575], [2.843, 1.193, -1.710], [2.930, 0.135, -0.390], [-1.611, -0.346, 0.217], [-1.455, -0.778, -1.515], [-1.093, -0.632, 2.293], [-1.674, -1.979, 1.353], [-2.633, -0.601, 1.872]],
  "lowdin_charge": [-0.157, 0.089, 0.166, 0.150, -0.186, 0.114, 0.066, 0.172, 0.099, 0.086, 0.129, 0.076, 0.135, 0.060]
}

## b
{
  "formula": "CH7N6",
  "method": "ωB97M-V/def2-TZVPD",
  "multiplicity": 1,
  "charge": 1,
  "lumo_ha": -0.13792,
  "elements": ["C", "N", "N", "N", "N", "N", "N", "H", "H", "H", "H", "H", "H", "H"],
  "coordinates": [[0.047, -2.714, -0.493], [0.496, -3.355, -1.437], [-1.087, 1.512, 0.695], [-0.082, 0.708, 0.261], [-0.707, -1.934, 0.016], [1.009, 1.197, -0.091], [1.289, 2.442, 0.183], [1.201, -4.042, -1.505], [-1.895, 0.777, 0.858], [-1.397, -2.194, 0.785], [-0.209, -0.404, 0.181], [2.223, 2.910, -0.038], [0.541, 2.948, 0.530], [-1.428, 2.150, 0.053]],
  "lowdin_charge": [-0.317, 0.227, 0.088, -0.103, 0.097, 0.016, 0.134, 0.078, 0.173, 0.154, 0.115, 0.188, 0.069, 0.080]
}

Stability summary - winner: b; margin: 0.437 eV.

## a
{
  "formula": "H5O3",
  "method": "ωB97M-V/def2-TZVPD",
  "multiplicity": 1,
  "charge": -1,
  "lumo_ha": 0.18245,
  "elements": ["O", "H", "O", "H", "H", "O", "H", "H"],
  "coordinates": [[0.236, 0.422, 0.244], [0.531, 1.214, 0.720], [1.608, -0.578, -1.756], [1.060, -1.263, -1.396], [1.477, 0.249, -1.265], [-1.904, 0.167, 1.395], [-1.681, -0.676, 1.825], [-0.908, 0.337, 0.673]],
  "lowdin_charge": [-0.324, -0.036, -0.124, -0.003, -0.007, -0.385, -0.071, -0.051]
}

## b
{
  "formula": "H5O3",
  "method": "ωB97M-V/def2-TZVPD",
  "multiplicity": 1,
  "charge": -1,
  "lumo_ha": 0.17791,
  "elements": ["O", "H", "O", "H", "H", "O", "H", "H"],
  "coordinates": [[-1.202, 2.010, -1.366], [-0.823, 2.345, -0.427], [1.244, -1.635, 1.165], [0.646, -0.886, 0.544], [2.107, -1.727, 0.948], [-0.427, -0.323, -0.202], [-0.705, 1.160, -1.051], [-0.840, -0.945, 0.390]],
  "lowdin_charge": [-0.238, 0.072, -0.229, 0.002, -0.110, -0.398, -0.021, -0.078]
}

Stability summary - winner: a; margin: 0.595 eV.

## a
{
  "formula": "C8H16N2S",
  "method": "ωB97M-V/def2-TZVPD",
  "multiplicity": 1,
  "lumo_ha": [0.00265, 0.01015],
  "elements": ["C", "C", "C", "C", "C", "C", "C", "C", "N", "N", "S", "H", "H", "H", "H", "H", "H", "H", "H", "H", "H", "H", "H", "H", "H", "H", "H"],
  "coordinates": [[0.582, 0.820, -0.401], [1.030, 0.418, -1.818], [0.931, -1.131, -1.777], [-2.368, -3.245, 1.321], [0.228, 2.454, 1.395], [2.358, 2.372, 0.166], [-2.552, -2.230, 0.130], [0.853, 2.169, 0.028], [0.230, -0.072, 0.435], [-1.799, -2.508, -0.899], [0.490, -1.643, -0.088], [0.236, 1.025, -2.435], [1.961, 0.851, -1.976], [0.235, -1.575, -2.426], [1.928, -1.628, -2.042], [-3.198, -3.805, 1.495], [-1.560, -4.027, 1.175], [-2.269, -2.601, 2.208], [-0.793, 2.773, 1.309], [0.712, 3.260, 1.869], [0.252, 1.539, 2.111], [2.490, 3.353, 0.415], [2.790, 2.188, -0.759], [2.668, 1.687, 0.826], [-2.307, -1.210, 0.620], [-3.585, -2.094, -0.252], [0.457, 2.859, -0.631]],
  "lowdin_charge": [-0.412, -0.123, -0.396, -0.097, -0.066, -0.016, -0.522, -0.377, -0.233, 0.034, 0.928, 0.163, 0.066, 0.029, 0.093, 0.008, 0.089, 0.069, 0.068, 0.052, 0.111, 0.064, 0.056, 0.063, 0.107, 0.124, 0.119]
}

## b
{
  "formula": "C8H16N2S",
  "method": "ωB97M-V/def2-TZVPD",
  "multiplicity": 1,
  "lumo_ha": [0.00808, 0.01048],
  "elements": ["C", "C", "C", "C", "C", "C", "C", "C", "N", "N", "S", "H", "H", "H", "H", "H", "H", "H", "H", "H", "H", "H", "H", "H", "H", "H", "H"],
  "coordinates": [[-1.167, 0.120, -0.090], [-1.055, 1.097, -1.171], [0.208, 1.960, -1.088], [4.633, -0.945, -0.646], [-2.674, -1.716, 0.719], [-3.302, 0.659, 1.131], [3.713, -0.406, 0.473], [-2.638, -0.322, 0.093], [-0.175, -0.332, 0.539], [2.337, -0.682, 0.018], [1.330, 0.435, 0.550], [-0.879, 0.349, -1.956], [-1.950, 1.746, -1.336], [0.659, 2.216, -2.010], [0.073, 2.853, -0.299], [4.314, -2.121, -0.653], [4.396, -0.404, -1.579], [5.763, -0.938, -0.311], [-3.741, -2.073, 0.850], [-2.219, -1.661, 1.735], [-2.128, -2.369, 0.152], [-2.774, 0.784, 2.107], [-4.370, 0.697, 1.004], [-3.069, 1.638, 0.669], [4.083, 0.635, 0.554], [3.840, -0.925, 1.387], [-3.206, -0.295, -0.842]],
  "lowdin_charge": [-0.407, -0.259, -0.117, -0.145, -0.090, -0.056, -0.458, -0.344, -0.159, -0.374, 1.000, 0.138, 0.130, 0.018, 0.090, 0.110, 0.059, 0.093, 0.101, 0.089, 0.037, 0.104, 0.073, 0.062, 0.091, 0.075, 0.138]
}

Stability summary - winner: b; margin: 0.977 eV.

## a
{
  "formula": "C6H11N4O",
  "method": "ωB97M-V/def2-TZVPD",
  "smiles": "O[C@@]12CN=CNC1=NCC[NH2+]2",
  "multiplicity": 1,
  "charge": 1,
  "lumo_ha": -0.12202,
  "elements": ["C", "C", "C", "C", "C", "C", "N", "N", "N", "N", "O", "H", "H", "H", "H", "H", "H", "H", "H", "H", "H", "H"],
  "coordinates": [[-3.006, -0.696, -0.233], [-0.571, -1.118, -0.134], [1.715, -1.406, 0.202], [-1.617, 0.965, 0.678], [2.000, 0.052, -0.343], [-0.552, 0.410, -0.245], [-2.935, 0.431, 0.327], [0.432, -1.824, 0.061], [-1.887, -1.498, -0.349], [0.898, 0.858, 0.217], [-0.796, 0.691, -1.593], [-3.982, -0.983, -0.636], [2.461, -2.031, -0.232], [2.018, -1.604, 1.238], [-1.284, 0.658, 1.680], [-1.653, 2.075, 0.682], [2.957, 0.616, -0.107], [1.967, -0.001, -1.377], [-2.002, -2.557, -0.472], [0.754, 0.730, 1.231], [0.995, 1.910, -0.038], [-1.554, 1.240, -1.880]],
  "lowdin_charge": [-0.175, -0.270, -0.204, -0.127, -0.063, -0.390, 0.069, 0.129, 0.122, 0.127, 0.064, 0.147, 0.118, 0.138, 0.139, 0.144, 0.161, 0.107, 0.202, 0.179, 0.232, 0.149]
}

## b
{
  "formula": "C6H11N4O",
  "method": "ωB97M-V/def2-TZVPD",
  "multiplicity": 1,
  "charge": 1,
  "lumo_ha": [-0.15236, -0.15397],
  "elements": ["C", "C", "C", "C", "C", "C", "N", "N", "N", "N", "O", "H", "H", "H", "H", "H", "H", "H", "H", "H", "H", "H"],
  "coordinates": [[-1.585, 2.865, 0.118], [-0.770, 0.983, 0.519], [-0.090, 1.534, -0.590], [-0.687, -0.316, 1.131], [0.332, -1.507, -0.755], [0.645, -2.353, 1.484], [-1.644, 1.840, 0.903], [0.946, 0.910, -1.220], [1.146, 1.270, -2.519], [0.535, -1.165, 0.694], [-0.630, 2.699, -0.839], [-2.310, 3.602, 0.039], [-0.657, -0.048, 2.217], [-1.666, -0.908, 1.125], [-0.693, -1.443, -1.046], [0.922, -2.300, -1.164], [0.352, -3.172, 0.876], [1.707, -2.489, 1.849], [0.017, -2.408, 2.399], [2.017, 0.971, -2.905], [0.673, 1.986, -2.946], [1.441, -0.551, 0.632]],
  "lowdin_charge": [-0.078, -0.289, -0.306, -0.061, 0.105, -0.037, 0.157, 0.039, 0.105, -0.174, 0.142, 0.129, 0.156, 0.178, 0.088, 0.087, 0.087, 0.137, 0.122, 0.111, 0.077, 0.223]
}

Stability summary - winner: a; margin: 3.670 eV.